Below is a 10-piece molecular cluster, C53H53N7O6 overall in a non-equilibrium geometry, with properties calculated with wB97M-V/def2-TZVPD.

The geometry in XYZ format:
```
119
Properties=species:S:1:pos:R:3:forces:R:3
O 20.427002 -47.058567 25.633385 8.775 -2.485 2.911
C 20.898119 -46.915996 26.989956 -1.408 0.400 -4.660
C 22.279206 -47.148650 27.114407 -2.795 2.702 7.451
C 22.752166 -46.823302 28.500880 -4.842 -0.621 -2.915
C 21.855118 -46.469738 29.518643 -0.262 0.896 -1.253
O 22.381451 -46.307991 30.785029 -0.144 1.138 0.809
C 20.473184 -46.226377 29.216765 1.507 -0.237 -1.616
C 19.957389 -46.367139 27.884763 0.894 -0.693 2.519
H 19.615602 -46.862155 25.415315 -7.296 2.223 -0.980
H 22.990993 -47.575735 26.547698 1.607 -1.158 -2.755
H 23.733582 -46.908340 28.695281 3.348 -0.352 0.838
H 22.343405 -45.398786 31.254500 -0.113 -2.254 -1.329
H 19.952697 -45.809175 30.031620 -1.150 0.249 0.720
H 18.845517 -46.219248 27.646397 2.093 -0.154 0.148
O 19.026497 -37.808094 23.023892 -0.311 -0.914 -0.262
C 20.321398 -37.797612 23.501333 0.458 1.043 0.291
C 20.598105 -36.820015 24.439026 6.061 -1.294 -0.016
C 22.137738 -36.635639 24.833902 -3.985 0.320 -0.727
C 23.117560 -37.425650 24.286678 -1.525 -0.329 -0.461
O 24.469752 -37.357290 24.612379 -1.313 -3.275 -9.137
C 22.680677 -38.461243 23.393987 2.016 -0.034 0.922
C 21.389967 -38.622544 22.992946 -1.725 0.240 0.260
H 18.691295 -38.632761 22.598062 1.002 0.747 0.567
H 19.953494 -36.181068 24.958276 -1.174 0.670 0.252
H 22.283598 -35.787887 25.524208 0.316 -0.655 -0.326
H 24.451575 -37.078022 25.404586 0.576 3.390 9.455
H 23.535419 -39.159558 23.251128 -1.063 0.161 -0.769
H 21.005370 -39.422787 22.361407 0.732 -0.100 -0.082
O 23.036656 -39.543319 30.242418 14.612 0.438 4.649
C 23.178763 -40.623060 30.944781 -0.412 -4.025 1.275
C 24.132541 -40.893468 31.935452 -4.943 -6.494 -1.628
C 24.064874 -42.258423 32.518058 -4.779 2.427 -6.880
C 23.168862 -43.286824 32.088518 5.343 1.136 4.711
O 23.095604 -44.538993 32.686028 -10.658 5.602 -10.671
C 22.387926 -42.940771 31.108361 -5.349 -3.651 -2.162
C 22.305671 -41.694628 30.622983 0.786 1.809 -0.469
H 22.306002 -39.391761 29.958887 -13.968 2.543 -5.398
H 24.825456 -40.326744 32.302526 3.783 3.700 1.860
H 24.594645 -42.369231 33.280784 4.813 -1.297 6.402
H 23.616157 -44.831916 33.221663 10.023 -4.397 9.603
H 21.591531 -43.812726 30.874623 1.499 2.470 -0.197
H 21.575441 -41.507714 29.889816 -0.830 0.265 -0.962
C 23.673727 -42.627716 22.628399 -4.556 -3.130 1.525
C 22.980168 -42.693075 21.455808 -2.554 -0.411 -1.440
C 21.743771 -43.470186 21.377312 4.073 0.644 6.356
N 21.284554 -44.156531 22.482889 0.152 0.363 -2.374
C 21.955169 -44.128602 23.644640 -0.912 0.917 0.421
C 23.084000 -43.302305 23.764538 1.299 -0.123 0.355
H 24.593317 -42.249220 22.588652 3.522 1.976 0.668
H 23.267930 -42.056497 20.587637 -0.015 -0.899 0.562
H 21.280971 -43.506585 20.499334 -2.394 -0.421 -3.286
H 21.404099 -44.683756 24.533963 1.626 1.141 -1.855
H 23.565030 -43.220784 24.764817 -0.216 -0.111 -0.921
C 27.759850 -41.679808 23.329598 -3.140 1.552 3.166
C 26.944018 -40.545572 23.686214 -1.202 -1.615 0.680
C 26.064760 -40.625072 24.795485 0.353 1.283 -2.726
N 25.994180 -41.664473 25.577159 0.622 -0.880 0.445
C 26.778437 -42.677917 25.257167 1.490 -0.409 -1.903
C 27.658563 -42.828031 24.079523 -1.522 1.525 2.329
H 28.558636 -41.401476 22.792430 2.629 0.021 -2.918
H 26.811717 -39.712216 23.019785 0.593 0.439 0.022
H 25.369897 -39.820807 25.009747 0.150 0.262 -0.062
H 26.839862 -43.320942 26.074034 0.149 -1.954 0.749
H 28.335106 -43.654118 23.926434 -0.192 -0.223 0.262
C 17.307302 -40.990775 27.566125 3.033 5.268 0.403
C 16.349723 -39.890211 27.734414 -0.576 -12.088 -5.931
C 15.099427 -40.227555 27.332848 -1.555 -2.228 0.665
N 14.731491 -41.553542 27.084331 0.507 0.256 -0.995
C 15.659463 -42.516129 26.960840 -0.663 2.279 0.862
C 17.017989 -42.199388 27.136216 -0.823 -3.287 0.373
H 18.447832 -40.756551 27.561547 -2.016 -0.238 0.825
H 16.443838 -39.114032 28.170969 2.253 10.142 5.106
H 14.242213 -39.531402 27.419678 0.609 -0.469 -0.199
H 15.346163 -43.534187 26.828768 -0.369 -0.234 -0.186
H 17.768407 -43.004872 27.252950 -0.326 0.624 -0.853
C 21.626810 -35.386470 29.003969 0.196 -2.176 -1.643
C 22.937174 -34.908872 28.999819 0.102 2.174 0.863
C 24.063423 -35.733640 28.680033 -0.886 1.049 -0.828
N 23.892865 -36.972398 28.210528 -1.978 -1.100 -0.671
C 22.607267 -37.474420 28.015879 -0.784 0.650 1.665
C 21.441176 -36.676106 28.461060 1.167 -1.215 -0.407
H 20.645810 -34.922534 29.204098 1.221 0.641 0.307
H 22.986540 -33.788078 29.250055 0.715 -1.888 -0.222
H 25.128131 -35.317814 28.623517 -1.721 -0.643 0.439
H 22.473139 -38.609113 27.661494 0.483 2.928 0.582
H 20.358244 -36.970861 28.406532 1.435 -0.411 -0.286
C 15.833920 -44.167932 23.933175 1.497 -3.354 -0.348
C 17.125062 -43.611497 24.110578 -2.269 1.939 -0.281
C 18.128290 -44.319204 24.667506 2.387 -1.353 0.446
N 18.007966 -45.688280 24.873860 -0.275 2.566 1.122
C 16.774688 -46.228089 24.800618 2.337 -1.678 -1.640
C 15.652273 -45.603923 24.214959 5.112 4.893 1.584
H 15.190104 -43.598316 23.316273 -1.178 0.303 -0.065
H 17.304039 -42.515238 23.851477 -0.393 -1.631 0.371
H 19.109604 -43.706113 24.886024 -1.704 -2.128 -0.341
H 16.961750 -47.387487 24.906518 -1.526 2.208 0.000
H 14.930661 -46.259219 24.074152 -4.146 -2.009 -0.989
C 26.358770 -45.545961 30.127117 -1.126 -1.067 1.032
C 27.596685 -46.049306 29.772065 1.150 0.319 -1.606
C 28.538044 -45.153333 29.102598 0.232 -4.445 0.326
N 28.292871 -43.900669 28.871621 0.084 1.006 -0.095
C 27.151330 -43.396054 29.312860 -2.189 1.796 1.470
C 26.091341 -44.185985 29.972316 2.281 1.908 -1.326
H 25.625130 -46.312814 30.575934 0.889 1.646 -0.684
H 27.745267 -47.163443 29.836242 0.275 1.470 0.012
H 29.504166 -45.661554 28.676915 -1.723 1.344 0.881
H 27.081156 -42.175031 29.226285 -0.204 -3.341 0.107
H 25.215669 -43.626454 30.321082 0.218 -0.615 -0.193
C 22.924777 -41.164561 26.719329 0.937 1.869 -0.157
C 21.931589 -40.782753 25.840861 -1.656 -0.777 -0.054
C 20.756215 -41.559085 25.703956 0.032 -1.229 -0.282
N 20.526759 -42.710107 26.364248 3.018 0.416 1.201
C 21.615677 -43.150896 27.138140 -1.782 0.046 -0.814
C 22.807586 -42.393859 27.305758 1.001 -2.831 1.807
H 23.802180 -40.452813 26.931131 -1.229 -1.489 -0.494
H 22.003898 -39.942619 25.207084 0.197 1.007 -0.287
H 19.970554 -41.444267 24.924794 0.706 0.910 0.550
H 21.338644 -44.173491 27.540261 1.187 1.333 -0.068
H 23.741511 -42.826245 27.892426 -2.325 0.839 -1.097
```
Forces are in eV/Å.

Frontier orbital gap   8.2 eV
SMILES   Oc1ccc(O)cc1.Oc1ccc(O)cc1.Oc1ccc(O)cc1.c1ccncc1.c1ccncc1.c1ccncc1.c1ccncc1.c1ccncc1.c1ccncc1.c1ccncc1
E_tot   -2885.54194 hartree
2S+1   1
Maximum force   0.3129 hartree/bohr